Entry from the Open Molecules 2025 dataset: C59H114BF9Hg2N6O17PS as an isolated structure (ωB97M-V with the def2-TZVPD basis set).

The geometry in XYZ format:
```
210
Properties=species:S:1:pos:R:3:forces:R:3:mulliken_charge:R:1
Hg -5.43039 -3.49381 0.73594 -0.0050 -0.4302 0.3342 1.99
Hg -1.99928 -1.22874 5.09648 -0.0266 0.2828 -0.2365 1.91
O -1.57897 -1.47518 2.86146 0.2049 -0.5648 -0.6420 -0.47
C -1.49736 -1.41621 1.64630 -0.4811 0.3147 0.7098 0.53
O -0.80712 -0.58048 0.96421 0.2526 -0.2855 0.4040 -0.73
B -1.13356 -0.72704 -0.47664 1.3524 0.9593 -1.4398 1.10
O -2.38053 -1.56367 -0.45915 0.0946 -0.4018 -0.0655 -0.70
C -2.45012 -2.16014 0.67796 0.3072 1.1580 -0.3799 -0.12
O -3.22265 -3.02106 1.01369 -0.7885 -0.8411 0.2496 -0.90
O -0.04750 -1.38038 -1.21663 -0.2900 -0.6107 0.7784 -0.14
C 0.28140 -0.65035 -2.27891 -2.0469 0.8559 0.6878 0.68
O 0.86424 -0.99306 -3.23269 1.4709 -0.5482 -1.1449 -0.52
C -0.52080 0.67038 -2.18533 0.6947 -1.9822 1.2548 0.09
O -1.27878 0.56926 -1.10250 -1.2289 -0.0708 1.0031 -0.45
O -0.47517 1.55557 -2.93834 -0.2860 1.1690 -0.1278 -0.45
P -6.17287 -6.29256 2.00810 -1.4621 -1.2198 2.3625 1.36
F -7.49237 -7.17048 1.97797 0.2281 0.4758 -0.3291 -0.32
F -5.68138 -6.88464 3.39944 0.5974 -0.2278 -0.7908 -0.33
F -5.40781 -7.34415 1.11140 0.1764 0.4488 0.0334 -0.32
F -4.84030 -5.27580 1.91958 0.7120 -0.3606 0.3470 -0.48
F -6.66778 -5.44935 0.60996 0.0096 0.6188 -0.6225 -0.46
F -6.92363 -5.13192 2.87512 0.1733 0.2658 -1.0236 -0.31
C -6.62759 -0.68622 4.28607 0.6570 0.1025 -0.6499 0.48
F -7.47841 -1.04514 5.20924 0.0008 0.2481 0.2137 -0.20
F -7.28106 -0.45462 3.14391 0.3328 -0.1598 0.3110 -0.22
F -5.96053 0.42703 4.62820 -0.3779 -0.2152 0.0811 -0.20
S -5.36837 -2.08950 4.08311 -0.4020 -1.7817 -0.2133 1.55
O -5.38107 -2.43613 2.65083 0.0835 1.4307 0.0301 -0.77
O -4.06196 -1.58417 4.51721 0.0842 0.8751 -0.2550 -0.69
O -5.82980 -3.15249 4.88979 -0.4319 -0.1227 0.6308 -0.69
C 4.25214 -1.59598 0.58536 1.2307 -1.6232 1.4114 -1.94
C 4.54019 -2.92509 -0.17810 -1.6379 0.5952 -1.2638 1.93
C 5.18609 -2.51216 -1.51143 1.2723 0.7616 -0.0843 -0.94
C 6.69734 -2.28792 -1.39034 -0.0162 -0.4536 1.0353 -0.92
C 7.36332 -3.50910 -0.74967 -0.6370 0.3175 -1.2001 -1.20
C 6.77627 -3.93978 0.58986 -0.1095 0.5511 0.2889 1.42
N 5.31724 -3.95050 0.49004 -0.1948 -0.6170 -1.2839 0.67
O 4.65857 -4.50006 1.61473 0.2850 0.3386 0.3152 -0.50
C 7.27448 -5.36520 0.84726 -0.3594 0.3730 0.7656 -1.95
C 7.28572 -3.03077 1.72772 0.3525 -0.7876 0.1504 -1.66
C 3.14977 -3.48533 -0.57706 -0.0862 -0.3356 1.6678 -1.64
H 3.85347 -1.84039 1.57919 -0.3748 0.0358 -0.1772 0.24
H 3.56303 -0.97949 0.02615 0.2185 0.3790 -0.0263 0.42
H 5.23729 -1.19040 0.83129 -0.2950 0.8039 -0.3800 0.41
H 4.96456 -3.17032 -2.35269 -0.0883 -0.2629 0.2480 0.30
H 4.84104 -1.50968 -1.78167 -0.6559 -0.2768 -0.0919 0.25
H 6.85435 -1.42263 -0.73501 0.1877 0.1608 -0.3704 0.31
H 7.14307 -2.13670 -2.37253 -0.0015 0.3444 0.0616 0.47
H 8.44205 -3.35765 -0.69016 0.0013 -0.1447 0.2412 0.48
H 7.16816 -4.28210 -1.50402 0.2715 -0.3865 0.3672 0.35
H 6.83597 -5.67753 1.79918 0.1329 -0.3618 -0.1236 0.47
H 6.99539 -6.04055 0.04267 -0.0747 -0.0314 -0.0129 0.38
H 8.35592 -5.36474 0.97512 0.0379 -0.0381 -0.1317 0.43
H 6.85397 -3.30818 2.69093 -0.1223 -0.2250 -0.0644 0.35
H 8.34603 -3.28986 1.77191 0.1476 0.6708 0.3155 0.46
H 7.11562 -1.96097 1.62984 0.1702 0.0078 -0.4392 0.30
H 3.16575 -4.17988 -1.41169 -0.0307 0.1396 -0.1161 0.44
H 2.43711 -2.67403 -0.68873 0.0578 0.2015 -0.8078 -0.10
H 2.72405 -3.98051 0.30773 0.1810 -0.2973 -0.1838 0.44
H 4.49898 -5.42254 1.37453 0.0001 0.1915 -0.0710 0.33
C 2.67614 -4.24657 -6.52134 0.5664 0.5615 1.1362 -1.77
C 1.32622 -3.73631 -5.97132 -0.4439 -0.6163 -1.8007 1.84
C 0.27249 -4.36670 -6.92431 0.0609 -0.8065 0.2501 -1.17
C -0.08299 -5.80599 -6.52370 -0.4245 -0.1935 -0.3698 -0.80
C -0.47460 -5.89870 -5.06906 -0.4588 0.5716 0.0668 -1.31
C 0.64992 -5.40333 -4.13850 -1.0927 -1.5411 -0.1114 1.74
N 1.04936 -4.11472 -4.60634 -0.7859 0.4914 0.3449 0.24
O 1.90303 -3.49059 -3.68145 -0.2449 0.4846 0.4516 0.33
C -0.02773 -5.30777 -2.76945 -0.3999 0.4594 0.3770 -1.94
C 1.73069 -6.48784 -4.08797 1.3711 0.5237 -0.6266 -1.61
C 1.17235 -2.22653 -6.10296 0.2497 0.1095 0.6762 -2.30
H 2.68864 -5.32379 -6.67622 -0.0722 -0.0402 0.2252 0.37
H 3.39100 -3.96318 -5.74015 0.3989 -0.3070 -0.3163 0.24
H 2.99711 -3.80924 -7.46674 -0.2689 0.3261 0.0542 0.44
H -0.61212 -3.73617 -7.03755 -0.1647 -0.1236 0.3938 0.39
H 0.68877 -4.45540 -7.92931 0.2115 0.4039 0.0006 0.40
H 0.71921 -6.52292 -6.71920 0.3022 0.3144 -0.0222 0.33
H -0.87462 -6.16001 -7.19062 -0.2074 0.0584 0.1925 0.42
H -0.80659 -6.89178 -4.75866 0.2944 -0.1426 -0.1427 0.51
H -1.33978 -5.25108 -4.87566 0.0244 0.0710 -0.1856 0.39
H -0.54973 -6.24816 -2.57832 0.3911 -0.1443 0.2567 0.45
H 0.62720 -5.02446 -1.94375 0.2103 -0.3456 -0.0739 0.09
H -0.83861 -4.56742 -2.75497 0.1769 0.1681 -0.3635 0.38
H 2.60361 -6.12288 -3.53653 -0.2383 -0.1889 0.4555 0.20
H 1.41303 -7.47158 -3.74838 -0.2153 0.1796 0.3529 0.42
H 2.16989 -6.64716 -5.07766 -0.3168 -0.0329 -0.0865 0.35
H 1.24423 -1.98432 -7.16157 0.0578 0.4047 0.0861 0.56
H 1.86733 -1.66958 -5.47111 0.5205 -0.1307 -0.5190 0.38
H 0.22472 -1.89551 -5.66846 -0.3104 -0.2955 -0.4611 0.41
H 1.29436 -2.83087 -3.26903 1.0731 -0.4607 -0.4231 0.11
C -5.61823 4.99305 -2.53306 -0.1509 -1.2268 -1.4100 -1.45
C -4.87468 5.73561 -1.40419 -1.2672 -0.8831 -0.5514 1.60
C -4.73943 4.78446 -0.20765 0.3134 0.8197 0.8295 -1.87
C -3.76059 3.63907 -0.43702 -0.5899 0.0432 -0.3471 -0.08
C -2.39547 4.19551 -0.85217 -0.5689 -0.9223 -0.0085 -0.58
C -2.47778 5.20592 -1.99348 0.5482 -0.3686 -0.7055 3.01
N -3.55719 6.15449 -1.80768 0.5269 0.7004 1.9968 0.27
O -3.52616 7.26059 -2.67709 -0.6969 -0.8453 -0.3849 -0.45
C -1.15680 5.96112 -1.97939 -0.0254 1.6269 0.3113 -2.95
C -2.59928 4.46339 -3.34678 0.9819 0.1198 0.3832 -0.63
C -5.72912 6.92714 -1.00515 0.9709 1.3674 0.6584 -2.02
H -5.42699 5.37975 -3.54412 -0.0231 0.4917 0.2441 0.27
H -6.70412 4.86716 -2.48711 -0.0029 0.6269 0.5572 0.42
H -5.30032 3.95383 -2.68337 0.2831 0.1244 0.4159 0.31
H -4.36977 5.39965 0.62642 0.2313 0.0146 -0.0987 0.31
H -5.74019 4.52295 0.14655 -0.0144 -0.5139 -0.3970 0.52
H -4.15138 2.99524 -1.23064 0.0843 -0.0001 -0.0657 0.37
H -3.72380 2.98274 0.43807 0.2429 0.1454 0.1179 0.08
H -1.81674 3.37338 -1.28346 0.2035 -0.0070 0.2972 -0.65
H -1.84901 4.56545 0.01819 -0.0972 0.3310 -0.0660 0.50
H -1.07370 6.59510 -1.09147 -0.1663 -0.3084 0.2781 0.60
H -0.26058 5.35206 -2.08592 -0.8302 0.1646 0.7326 0.29
H -1.12731 6.69906 -2.78795 -0.0791 -0.2059 0.0958 0.66
H -2.79937 5.23919 -4.08745 -0.4582 -0.3632 -0.3145 0.49
H -1.63935 4.03183 -3.64682 -0.4175 0.2272 0.5459 -0.81
H -3.27931 3.61602 -3.32537 -0.4486 0.2847 -0.1879 0.19
H -6.65350 6.70650 -0.47593 -0.1131 -0.4417 -0.3510 0.40
H -5.89982 7.62052 -1.82814 -0.3399 -0.3097 -0.1829 0.39
H -5.14656 7.54990 -0.31245 0.0379 -0.1799 0.0691 0.46
H -4.16500 7.00605 -3.36912 0.3608 0.3835 -0.2240 0.42
C 1.00442 -2.33910 4.40257 -0.4328 -1.5914 -1.1124 -2.11
C 1.57368 -2.02179 5.77923 -0.1870 -0.3706 -0.9178 1.33
C 2.74897 -1.07666 5.56009 0.6041 -0.0409 0.1041 -1.22
C 3.20258 -0.36095 6.83267 -0.0056 0.4300 -1.8171 -0.86
C 2.01585 0.46608 7.30053 1.0587 0.2185 2.3779 -1.30
C 0.72830 -0.33512 7.59705 0.9270 -0.0798 0.1951 1.83
N 0.53957 -1.23911 6.45705 -1.1636 1.2156 -0.5099 1.32
O -0.66992 -2.01029 6.68762 0.7832 -0.2016 0.3653 -0.52
C 0.93035 -1.06326 8.92672 -0.4691 0.2556 1.1946 -1.77
C -0.42051 0.64446 7.72352 -1.3606 0.9092 -0.8832 -1.91
C 2.00913 -3.30606 6.47439 0.8932 0.4059 1.2037 -1.57
H 0.03284 -2.86718 4.39221 -0.0204 0.3837 0.5129 0.36
H 1.56344 -3.13353 3.89976 0.5869 0.1951 0.1325 0.59
H 0.94277 -1.53918 3.66511 0.1091 0.3454 0.4647 0.00
H 3.58214 -1.60673 5.09996 -0.1019 -0.3305 -0.0441 0.57
H 2.42187 -0.35490 4.80758 0.1162 0.2499 0.2132 0.12
H 4.03786 0.28745 6.55165 -0.2290 0.2680 -0.0217 0.45
H 3.69570 -1.00619 7.56058 -0.6900 -0.2475 0.2575 0.44
H 1.83484 1.41833 6.80331 -0.0185 -0.4200 -0.8381 0.28
H 2.37982 0.82682 8.27641 -0.6011 0.1085 0.0991 0.51
H 0.77569 -0.33649 9.73404 0.6710 0.2772 -0.2030 0.46
H 0.16572 -1.76130 9.29643 0.0089 -0.4099 -0.9482 0.41
H 1.91904 -1.50520 9.01786 -0.0424 -0.0645 0.0672 0.34
H -0.88283 0.97258 6.77136 0.3068 -0.7145 -0.2255 -0.12
H -1.26348 0.30595 8.32914 0.2398 -0.1296 0.2350 0.46
H -0.13413 1.65027 8.04751 0.4130 -0.3952 0.7064 0.47
H 2.83827 -3.79481 5.96182 -0.4374 -0.1165 -0.5567 0.43
H 1.22686 -4.03099 6.70547 -0.0328 -0.0045 -0.2180 0.41
H 2.51773 -3.03552 7.40892 -0.4362 -0.0648 0.1668 0.35
H -0.39666 -2.74863 7.27134 -0.7744 -0.0470 -0.2269 0.29
C 0.25248 5.09666 -6.52655 0.2914 1.6431 -0.5379 -1.83
C 0.59201 4.22842 -5.31034 0.1519 -1.1660 -1.0021 3.21
C -0.31739 3.01225 -5.22979 -0.9470 -0.4560 -0.5500 -1.53
C -0.21414 2.04150 -6.40700 2.4452 -0.2556 0.4196 -1.50
C 1.23573 1.50362 -6.52119 -0.3488 0.3821 0.9680 -0.52
C 2.29597 2.63086 -6.43884 -0.3158 -1.0031 -0.9684 1.88
N 1.93013 3.60587 -5.41856 0.1515 0.1073 1.1578 0.57
O 2.93740 4.62329 -5.34639 -0.1157 -0.1922 -0.2197 -0.54
C 3.58757 1.94184 -5.98649 0.1684 0.9213 0.0516 -2.11
C 2.41285 3.24560 -7.83585 0.8033 0.2945 -0.5150 -1.91
C 0.53159 5.05349 -4.04228 -0.5199 0.8958 -0.8861 -2.68
H -0.33609 6.00505 -6.33870 0.0804 -0.1532 0.7199 0.37
H -0.30411 4.71081 -7.38225 0.3074 -0.8530 0.2269 0.28
H 1.20344 5.48930 -6.89438 -0.1099 0.0287 -0.2237 0.39
H -0.12976 2.45645 -4.30954 0.1728 0.7990 -1.1372 1.11
H -1.38387 3.27342 -5.23757 0.3175 0.3811 0.1228 0.06
H -0.36587 2.52808 -7.36854 -1.0982 -0.2478 0.0180 0.42
H -0.77426 1.15167 -6.12373 -0.7980 0.2120 -0.7970 0.56
H 1.37826 0.92541 -7.43584 0.0562 0.1595 -0.1101 0.63
H 1.39605 0.79216 -5.70361 0.0652 0.1370 0.0936 -0.47
H 4.38951 2.67684 -5.88744 0.0520 -0.0648 -0.0756 0.41
H 3.39576 1.52907 -4.99603 0.1347 -0.2748 -0.0653 0.43
H 3.91407 1.18788 -6.70006 -0.1465 -0.1644 0.0663 0.38
H 2.93222 2.63163 -8.58032 -0.0133 -0.4419 0.4172 0.44
H 1.44432 3.44651 -8.28854 -0.0447 0.2867 0.1765 0.37
H 3.03020 4.14669 -7.79305 -0.3421 0.1993 0.0134 0.37
H -0.42438 5.58995 -4.08051 0.4320 -0.5122 -0.1045 0.13
H 1.24093 5.88228 -4.03322 0.3555 -0.2243 -0.0647 0.60
H 0.57029 4.53077 -3.08740 0.4688 -0.6098 -0.7210 0.35
H 3.27295 4.49392 -4.45359 0.1322 0.1244 -0.0833 0.34
C -3.54077 2.50803 6.55882 -0.3108 -0.8353 -0.8750 -1.84
C -2.83470 3.07735 5.30960 -0.9200 0.2075 0.7470 1.60
C -1.92878 4.20912 5.80938 -0.0860 0.2973 -0.1373 -1.14
C -1.01223 4.76554 4.73804 1.0463 -1.4724 -0.4610 -0.66
C -0.10386 3.59991 4.27398 -1.4040 1.0103 -0.1533 -1.49
C -0.90482 2.36017 3.82088 1.1939 -0.5695 -0.3675 2.91
N -2.03122 2.00498 4.69628 1.1796 0.0750 1.1732 0.42
O -2.81350 0.96292 4.09201 0.0558 1.2406 0.3260 0.96
C -1.30304 2.50228 2.34727 -0.3715 0.1983 0.0303 -1.63
C 0.14596 1.24131 3.92110 0.0979 -0.3710 0.1547 -0.36
C -3.93336 3.62016 4.38817 0.0191 -0.7365 -0.5009 -1.81
H -4.32803 3.17441 6.90367 0.1599 0.1366 0.1712 0.51
H -2.86810 2.23257 7.36924 0.1220 0.2322 -0.0138 0.25
H -4.04298 1.59232 6.22537 -0.1054 -0.0045 0.2426 0.18
H -2.57976 4.97419 6.23840 -0.0846 -0.0202 -0.0723 0.45
H -1.36606 3.80758 6.65808 0.3198 0.1098 -0.1433 0.22
H -0.30164 5.52783 5.05480 -0.5552 0.3910 0.2064 0.45
H -1.49554 5.05258 3.80088 -0.4810 0.5662 0.4818 0.34
H 0.63157 3.37318 5.04621 0.0273 -0.1622 -0.1059 0.31
H 0.35375 3.99485 3.36497 0.6506 -0.3932 0.2080 0.43
H -1.99576 3.32644 2.15945 0.2757 0.2497 0.0728 0.07
H -0.38615 2.65384 1.78235 -0.1536 0.0184 -0.2767 0.65
H -1.82370 1.62984 1.94941 0.3267 -0.1678 0.0526 -0.40
H 1.05334 1.48979 3.36326 -0.2882 -0.0771 -0.4738 0.92
H 0.54727 1.11095 4.93050 -0.5424 0.0888 0.1238 -0.47
H -0.25890 0.28628 3.57976 0.2268 0.0916 -0.1622 -1.48
H -4.59345 2.80166 4.06404 0.0049 0.0783 0.0569 0.21
H -3.52003 4.05721 3.47987 -0.1481 0.3556 0.1091 0.31
H -4.59855 4.29636 4.91796 0.2066 0.2920 -0.0775 0.57
H -3.36716 1.47495 3.46977 -0.1920 -0.8827 -0.1055 -0.17
```
Forces are in eV/Å.

Calculated values
- F_max (eV Å⁻¹) = 3.03
- lowest unoccupied orbital energy (eV) = -6.25
- calculated total energy (eV) = -160378.3542
- E_HOMO (eV) = -9.173
- charge = +1
- gap between HOMO and LUMO (eV) = 2.9